1.
C16H12MnN2O6S2Se2 | ωB97M-V/def2-TZVPD

Each line ends with the Löwdin spin population.
Element x y z (Å)
Mn1 -0.290 -0.119 -0.579  3.865
O1 2.791 -2.227 -0.938  -0.010
S1 1.876 -1.402 -0.248  0.016
O2 0.453 -1.899 -0.197  0.002
O3 1.613 -0.062 -0.906  -0.026
C1 2.416 -1.204 1.422  0.002
C2 3.587 -1.886 1.725  0.001
C3 4.066 -1.887 3.028  0.000
C4 3.377 -1.221 4.021  0.001
C5 2.204 -0.534 3.724  0.000
C6 1.714 -0.517 2.433  0.000
S2 0.267 0.478 2.145  0.006
O4 0.667 1.365 1.031  0.051
O5 -0.068 1.139 3.364  0.012
O6 -0.777 -0.415 1.588  0.063
H1 4.111 -2.412 0.941  0.000
H2 4.977 -2.422 3.259  0.000
H3 3.751 -1.226 5.036  0.000
H4 1.656 0.005 4.484  0.000
Se1 -1.993 2.384 0.381  0.028
Se2 -3.653 1.829 -1.116  0.003
C7 -3.442 -0.084 -1.151  0.003
C8 -4.617 -0.759 -1.453  -0.002
C9 -4.645 -2.137 -1.443  0.006
C10 -3.491 -2.820 -1.100  -0.002
C11 -2.353 -2.095 -0.840  0.006
N1 -2.298 -0.742 -0.896  -0.018
C12 -0.694 2.665 -1.008  0.008
C13 -0.109 3.890 -1.243  -0.001
C14 0.770 4.003 -2.308  0.006
C15 1.001 2.906 -3.127  -0.002
C16 0.396 1.712 -2.817  0.005
N2 -0.428 1.582 -1.760  -0.021
H5 -5.508 -0.182 -1.663  0.000
H6 -5.558 -2.671 -1.672  0.000
H7 -3.463 -3.897 -1.029  0.000
H8 -1.442 -2.607 -0.577  0.001
H9 -0.345 4.731 -0.607  0.000
H10 1.265 4.945 -2.507  0.000
H11 1.656 2.969 -3.984  0.000
H12 0.561 0.824 -3.412  0.001

## Properties
Multiplicity: 5
Net charge: +1
Total energy in hartree: -7927.926320

2.
C24H45BrP2Y | ωB97M-V/def2-TZVPD

Each line ends with the Mulliken charge.
Element x y z (Å)
Y1 -0.043 -0.512 0.674  0.267
C1 1.026 -2.636 -0.375  0.589
C2 1.882 -1.559 -0.776  0.869
C3 2.028 -1.783 1.531  0.505
C4 1.148 -2.795 1.046  0.702
C5 2.495 -1.026 0.403  0.505
C6 0.285 -3.546 -1.276  -1.569
H1 -0.075 -3.025 -2.171  0.256
H2 -0.583 -3.980 -0.772  0.281
H3 0.917 -4.379 -1.620  0.310
C7 0.608 -3.917 1.855  -1.655
H4 -0.090 -4.544 1.293  0.396
H5 0.082 -3.548 2.745  0.272
H6 1.421 -4.568 2.209  0.317
C8 2.498 -1.633 2.932  -1.674
H7 3.479 -2.107 3.071  0.340
H8 1.810 -2.086 3.649  0.364
H9 2.620 -0.577 3.203  0.242
C9 3.554 0.009 0.431  -1.339
H10 4.555 -0.423 0.267  0.276
H11 3.578 0.535 1.391  0.327
H12 3.389 0.761 -0.352  0.185
C10 2.203 -1.197 -2.176  -1.057
H13 2.902 -1.900 -2.658  0.332
H14 2.647 -0.197 -2.240  0.288
H15 1.297 -1.166 -2.787  0.040
C11 -1.354 1.502 -1.667  -0.282
C12 -0.769 0.571 -2.455  0.261
C13 -0.183 0.916 -3.794  -1.485
C14 1.162 1.721 -3.859  -1.355
C15 1.746 2.203 -2.561  -0.425
C16 1.146 3.123 -1.798  -0.350
C17 -0.141 3.786 -2.197  -1.189
C18 -1.451 2.943 -2.090  -1.304
H16 -0.930 1.455 -4.401  0.520
H17 1.026 2.562 -4.566  0.534
H18 -0.018 -0.031 -4.336  0.476
H19 -1.978 3.012 -3.058  0.442
H20 -1.969 1.254 -0.792  0.558
H21 -0.866 -0.507 -2.270  0.641
H22 -2.117 3.459 -1.378  0.390
H23 -0.265 4.671 -1.554  0.420
H24 1.588 3.478 -0.860  0.579
H25 -0.064 4.175 -3.228  0.428
H26 1.912 1.068 -4.333  0.284
H27 2.735 1.801 -2.311  0.951
P1 -2.750 -1.642 0.361  1.031
C19 -3.140 -3.264 1.133  -1.271
H28 -4.224 -3.447 1.077  0.488
H29 -2.822 -3.240 2.182  0.318
H30 -2.611 -4.078 0.623  0.341
C20 -4.082 -0.675 1.180  -1.344
H31 -5.013 -1.264 1.169  0.409
H32 -4.238 0.262 0.633  0.397
H33 -3.799 -0.449 2.214  0.393
C21 -3.544 -1.892 -1.264  -1.355
H34 -3.657 -0.922 -1.761  0.361
H35 -4.526 -2.364 -1.112  0.449
H36 -2.903 -2.542 -1.873  0.349
P2 0.215 1.878 2.399  1.237
C22 1.766 2.824 2.175  -1.235
H37 1.589 3.880 2.447  0.461
H38 2.060 2.760 1.118  0.043
H39 2.562 2.407 2.802  0.424
C23 -0.980 3.188 1.915  -1.298
H40 -0.655 3.676 0.985  0.230
H41 -1.033 3.921 2.737  0.492
H42 -1.969 2.734 1.764  0.301
C24 0.038 1.980 4.228  -1.361
H43 0.249 3.015 4.547  0.467
H44 0.750 1.291 4.702  0.353
H45 -0.981 1.702 4.521  0.388
Br1 -1.146 -1.102 3.108  -0.532

## Properties
Net charge: +1
Total energy in hartree: -4236.426088

3.
C6H3O4S | ωB97M-V/def2-TZVPD

Each line ends with the natural charge from an NBO analysis.
Element x y z (Å)
C1 -0.082 -1.687 -0.625  -0.543
C2 -0.776 -0.442 -0.460  -0.356
C3 0.500 -2.091 0.568  0.400
C4 -1.578 2.067 1.587  0.406
C5 1.955 0.969 -1.895  1.035
C6 -0.918 -0.098 0.807  -0.248
O1 2.756 0.785 -1.086  -0.511
O2 1.342 -2.946 0.941  -0.710
O3 -1.303 3.092 0.994  -0.564
O4 1.184 1.139 -2.720  -0.525
S1 -0.182 -0.982 2.010  0.101
H1 0.225 -1.954 -1.540  0.201
H2 -1.153 0.132 -1.236  0.212
H3 -1.968 2.018 2.656  0.102

## Properties
Net charge: -1
Total energy in hartree: -929.518976

> Among the records above, which one has the lowest net charge?

C6H3O4S

Please write out number 2 again, unchanged.
C24H45BrP2Y | ωB97M-V/def2-TZVPD

Each line ends with the Mulliken charge.
Element x y z (Å)
Y1 -0.043 -0.512 0.674  0.267
C1 1.026 -2.636 -0.375  0.589
C2 1.882 -1.559 -0.776  0.869
C3 2.028 -1.783 1.531  0.505
C4 1.148 -2.795 1.046  0.702
C5 2.495 -1.026 0.403  0.505
C6 0.285 -3.546 -1.276  -1.569
H1 -0.075 -3.025 -2.171  0.256
H2 -0.583 -3.980 -0.772  0.281
H3 0.917 -4.379 -1.620  0.310
C7 0.608 -3.917 1.855  -1.655
H4 -0.090 -4.544 1.293  0.396
H5 0.082 -3.548 2.745  0.272
H6 1.421 -4.568 2.209  0.317
C8 2.498 -1.633 2.932  -1.674
H7 3.479 -2.107 3.071  0.340
H8 1.810 -2.086 3.649  0.364
H9 2.620 -0.577 3.203  0.242
C9 3.554 0.009 0.431  -1.339
H10 4.555 -0.423 0.267  0.276
H11 3.578 0.535 1.391  0.327
H12 3.389 0.761 -0.352  0.185
C10 2.203 -1.197 -2.176  -1.057
H13 2.902 -1.900 -2.658  0.332
H14 2.647 -0.197 -2.240  0.288
H15 1.297 -1.166 -2.787  0.040
C11 -1.354 1.502 -1.667  -0.282
C12 -0.769 0.571 -2.455  0.261
C13 -0.183 0.916 -3.794  -1.485
C14 1.162 1.721 -3.859  -1.355
C15 1.746 2.203 -2.561  -0.425
C16 1.146 3.123 -1.798  -0.350
C17 -0.141 3.786 -2.197  -1.189
C18 -1.451 2.943 -2.090  -1.304
H16 -0.930 1.455 -4.401  0.520
H17 1.026 2.562 -4.566  0.534
H18 -0.018 -0.031 -4.336  0.476
H19 -1.978 3.012 -3.058  0.442
H20 -1.969 1.254 -0.792  0.558
H21 -0.866 -0.507 -2.270  0.641
H22 -2.117 3.459 -1.378  0.390
H23 -0.265 4.671 -1.554  0.420
H24 1.588 3.478 -0.860  0.579
H25 -0.064 4.175 -3.228  0.428
H26 1.912 1.068 -4.333  0.284
H27 2.735 1.801 -2.311  0.951
P1 -2.750 -1.642 0.361  1.031
C19 -3.140 -3.264 1.133  -1.271
H28 -4.224 -3.447 1.077  0.488
H29 -2.822 -3.240 2.182  0.318
H30 -2.611 -4.078 0.623  0.341
C20 -4.082 -0.675 1.180  -1.344
H31 -5.013 -1.264 1.169  0.409
H32 -4.238 0.262 0.633  0.397
H33 -3.799 -0.449 2.214  0.393
C21 -3.544 -1.892 -1.264  -1.355
H34 -3.657 -0.922 -1.761  0.361
H35 -4.526 -2.364 -1.112  0.449
H36 -2.903 -2.542 -1.873  0.349
P2 0.215 1.878 2.399  1.237
C22 1.766 2.824 2.175  -1.235
H37 1.589 3.880 2.447  0.461
H38 2.060 2.760 1.118  0.043
H39 2.562 2.407 2.802  0.424
C23 -0.980 3.188 1.915  -1.298
H40 -0.655 3.676 0.985  0.230
H41 -1.033 3.921 2.737  0.492
H42 -1.969 2.734 1.764  0.301
C24 0.038 1.980 4.228  -1.361
H43 0.249 3.015 4.547  0.467
H44 0.750 1.291 4.702  0.353
H45 -0.981 1.702 4.521  0.388
Br1 -1.146 -1.102 3.108  -0.532

## Properties
Net charge: +1
Total energy in hartree: -4236.426088

> What is the total energy in the second record?

-4236.426088 hartree